# 1
DFT (ωB97M-V/def2-TZVPD) results for C6H10 in the gas phase at a distorted geometry.

```
16
Properties=species:S:1:pos:R:3:forces:R:3:nbo_charge:R:1
C 0.568377 -1.241702 0.184082 -0.03 -0.10 0.14 -0.41
C 1.330797 0.100999 0.258997 0.05 -0.02 0.16 -0.40
C 0.235407 1.056935 -0.270725 -0.26 0.10 -0.02 -0.22
C -0.697866 0.226600 -1.231033 0.42 0.08 -0.19 -0.40
C -0.846753 -0.669182 0.019590 -0.13 -0.07 0.14 -0.21
C -0.777775 0.669914 0.815467 -0.14 0.02 0.73 -0.39
H 0.846336 -1.881851 -0.664010 -0.04 0.22 0.16 0.20
H 0.704231 -1.815902 1.103602 -0.09 -0.07 -0.08 0.20
H 2.323033 0.128536 -0.210938 -0.33 0.00 0.20 0.21
H 1.328753 0.340443 1.357229 1.30 -0.11 -1.14 0.19
H 0.560858 2.090529 -0.453766 -0.33 -0.31 0.02 0.21
H -0.223138 -0.153806 -2.135251 -0.07 -0.33 -0.01 0.20
H -1.683277 0.652322 -1.497310 0.70 0.32 0.24 0.21
H -1.686381 -1.357937 0.162265 0.17 0.17 -0.21 0.21
H -1.697381 1.260006 0.738265 0.09 -0.27 0.43 0.21
H -0.285221 0.594095 1.823536 -1.31 0.37 -0.55 0.19
```
Positions in Å, forces in eV/Å.

Output
Kohn-Sham gap = 0.4304 Eh
total charge = 0
LUMO = 1.16 eV
2S+1 = 1
calculated total energy = -6382.6547 eV
energy above the lowest of the compared OMol25 structures with the same formula, charge and spin = 27.8 kcal per mole

# 2
DFT (ωB97M-V/def2-TZVPD) results for a molecular structure, C24H33N2O6PdSeSi at a distorted geometry.

```
68
Properties=species:S:1:pos:R:3:forces:R:3:nbo_charge:R:1
Pd 0.206933 0.828699 -0.781409 -2.19 0.69 -0.31 1.00
C -0.334705 0.766783 1.210449 0.84 -0.12 -0.20 -1.18
Si -0.590973 -1.016290 1.430039 0.10 -0.18 0.52 1.64
C -1.779122 -1.529511 0.082736 -0.23 -0.05 -0.45 -0.69
N -1.241040 -1.027627 -1.208397 0.22 0.23 0.35 -0.47
C -2.274669 -0.506246 -2.120050 -0.04 -0.15 0.07 -0.24
C -3.140907 -1.607941 -2.724535 0.03 -0.07 -0.01 -0.42
C -2.266928 -2.767347 -3.253703 0.00 0.03 0.01 -0.40
C -0.789306 -2.381089 -3.269746 -0.04 0.03 -0.02 -0.41
C -0.318242 -2.008433 -1.871076 -0.22 -0.04 -0.02 -0.24
C -1.354341 -1.519531 3.097119 -0.18 -0.04 0.11 -0.37
C -2.694819 -1.205311 3.366377 0.07 -0.03 0.05 -0.23
C -3.287293 -1.512410 4.585934 0.08 0.00 -0.05 -0.21
C -2.544823 -2.142454 5.577595 0.01 0.00 -0.04 -0.23
C -1.213351 -2.456598 5.340915 -0.01 0.04 -0.08 -0.23
C -0.629565 -2.149244 4.115475 -0.07 0.03 -0.01 -0.21
C 1.001168 -1.979144 1.280966 0.25 -0.14 0.02 -0.51
C 0.979022 -3.374958 1.389579 0.09 0.02 0.01 -0.14
C 2.143123 -4.124160 1.289826 -0.02 0.06 -0.02 -0.25
C 3.359782 -3.483810 1.076609 -0.04 0.00 0.01 -0.21
C 3.403641 -2.102503 0.960167 -0.07 -0.02 0.00 -0.21
C 2.233550 -1.357909 1.062943 -0.05 -0.13 -0.05 -0.16
H 0.384446 1.209012 1.905115 -0.03 0.02 0.05 0.21
H -1.263123 1.347107 1.210095 0.08 0.08 -0.07 0.23
H -2.745321 -1.045707 0.269178 0.05 0.00 -0.01 0.22
H -1.968846 -2.612113 0.063851 -0.05 0.03 -0.10 0.20
H -1.765679 0.063797 -2.892494 0.05 0.00 -0.06 0.25
H -2.883838 0.204820 -1.560973 0.01 0.04 0.04 0.20
H -3.734264 -1.167694 -3.530201 0.00 -0.01 0.01 0.21
H -3.851777 -1.979116 -1.980710 0.00 0.00 -0.01 0.19
H -2.595207 -3.069342 -4.250208 0.00 -0.01 0.00 0.20
H -2.387355 -3.644042 -2.608323 -0.01 0.00 0.00 0.19
H -0.594685 -1.553866 -3.956688 -0.01 -0.02 0.01 0.23
H -0.177064 -3.215794 -3.616150 0.01 0.01 -0.03 0.21
H 0.692228 -1.609993 -1.910143 0.07 0.06 0.03 0.26
H -0.287824 -2.909338 -1.250933 -0.05 -0.01 0.02 0.18
H -3.292428 -0.701400 2.610138 0.04 -0.04 0.04 0.20
H -4.325917 -1.258528 4.764330 0.01 -0.01 -0.01 0.20
H -3.002781 -2.387674 6.528946 0.01 0.01 -0.02 0.20
H -0.626816 -2.943677 6.111735 -0.01 0.01 -0.02 0.20
H 0.411548 -2.406663 3.947881 -0.05 0.01 0.00 0.22
H 0.033784 -3.887782 1.555425 0.05 0.03 0.00 0.19
H 2.102331 -5.204512 1.367941 0.01 0.01 0.00 0.20
H 4.270113 -4.065108 0.988090 -0.01 0.00 0.00 0.20
H 4.343572 -1.601644 0.764203 -0.02 0.00 0.00 0.21
H 2.277555 -0.285104 0.922581 0.00 0.01 0.00 0.23
O -1.055141 5.146538 -1.495813 0.05 -0.02 0.14 -0.67
C -0.583145 4.084523 -0.839077 -0.30 0.03 -0.26 0.80
O -1.156896 3.023964 -0.865390 0.18 -0.07 0.16 -0.60
C 0.695441 4.352246 -0.057899 0.08 0.05 0.01 -0.19
N 1.100851 5.769333 -0.216595 0.02 -0.05 -0.11 -0.66
C 2.366600 5.762863 -0.985784 -0.08 -0.01 0.04 -0.23
C 3.056368 4.463231 -0.601447 0.04 -0.04 0.01 -0.42
C 1.878300 3.490533 -0.551571 0.01 0.11 0.01 -0.44
H 0.454633 4.133184 0.982814 0.02 0.02 0.07 0.22
H 1.254229 6.184831 0.690597 0.02 0.01 0.03 0.37
H -0.434969 5.870207 -1.242950 0.01 0.04 -0.04 0.51
H 2.935603 6.668221 -0.776232 0.01 0.01 0.02 0.19
H 2.131773 5.746796 -2.052116 -0.03 0.02 -0.02 0.20
H 3.533477 4.567412 0.378605 0.00 -0.01 -0.01 0.18
H 3.802424 4.141140 -1.328327 -0.03 -0.01 0.03 0.24
H 2.055692 2.639595 0.098695 0.02 -0.13 0.04 0.23
H 1.704014 3.118002 -1.560426 -0.02 -0.03 -0.04 0.28
O 1.853967 -0.212841 -4.439309 -0.12 0.45 0.41 -1.06
Se 1.724746 0.848494 -3.213233 0.47 -0.18 0.09 2.72
O 0.100451 1.226181 -2.888751 0.91 -0.35 0.18 -1.11
O 2.127672 0.122569 -1.738962 0.35 0.25 -0.40 -1.16
O 2.574112 2.234404 -3.387311 -0.29 -0.45 -0.11 -1.09
```
Positions in Å, forces in eV/Å.

Output
Kohn-Sham gap (spin up / spin down) = 0.2679 / 0.2734 Eh
total charge = -1
LUMO (spin up / spin down) = 2.50 / 2.48 eV
2S+1 = 1
calculated total energy = -117392.2289 eV
energy above the lowest of the compared OMol25 structures with the same formula, charge and spin = 37.7 kcal per mole